1.
{
  "formula": "C4H9NOS",
  "method": "ωB97M-V/def2-TZVPD",
  "orbital_gap_ha": 0.36381,
  "largest_force_ev_per_a": 2.00,
  "de_lowest_ev": 1.002,
  "multiplicity": 1,
  "total_charge": 0,
  "homo_ev": -9.1,
  "smiles": "O=CNCCCS",
  "elements": ["O", "C", "N", "C", "C", "C", "S", "H", "H", "H", "H", "H", "H", "H", "H", "H"],
  "positions_angstrom": [[0.445635, 2.138750, 2.460791], [0.835118, 1.162299, 1.867356], [0.524096, 0.929186, 0.562067], [1.149001, -0.048483, -0.277756], [0.195444, -1.108652, -0.803526], [-1.251711, -0.675648, -1.091748], [-2.459814, -0.423343, 0.280303], [1.414043, 0.346104, 2.314640], [-0.078709, 1.663615, 0.227656], [2.028600, -0.441546, 0.264354], [1.661494, 0.444963, -1.089182], [0.071915, -1.892630, -0.044402], [0.633870, -1.660778, -1.625264], [-1.704746, -1.496116, -1.641648], [-1.240866, 0.208196, -1.764020], [-2.223371, 0.854083, 0.360377]],
  "forces_ev_per_a": [[0.015, 0.094, 0.397], [-0.344, -0.261, -0.603], [0.082, 0.560, 0.998], [0.612, 0.006, -0.137], [-0.601, -0.888, 1.683], [0.225, 0.282, -0.959], [0.581, -0.804, -0.545], [0.299, -0.011, 0.193], [0.090, -0.061, -0.598], [-0.674, -0.330, 0.078], [-0.137, 0.427, -0.650], [0.228, 0.110, 0.166], [-0.003, 0.256, -0.575], [-0.031, 0.051, -0.255], [-0.340, -0.446, 0.407], [-0.002, 1.015, 0.399]]
}


2.
{
  "formula": "C5H6O",
  "method": "ωB97M-V/def2-TZVPD",
  "orbital_gap_ha": 0.38721,
  "largest_force_ev_per_a": 1.82,
  "de_lowest_ev": 2.793,
  "multiplicity": 1,
  "total_charge": 0,
  "homo_ev": -9.4,
  "elements": ["C", "C", "O", "C", "C", "C", "H", "H", "H", "H", "H", "H"],
  "positions_angstrom": [[-0.960663, 0.373061, 0.552439], [-0.540651, -0.926990, -0.231985], [-0.549936, -0.147752, -1.453282], [-0.076097, 0.899662, -0.584708], [1.257222, 0.339307, -0.040299], [0.927460, -0.933555, 0.186414], [-2.027224, 0.634129, 0.466448], [-0.334123, 0.546708, 1.445470], [-1.088891, -1.870098, -0.324410], [-0.163107, 1.914801, -0.972871], [2.136170, 0.904864, 0.232212], [1.419842, -1.734135, 0.724568]],
  "forces_ev_per_a": [[0.020, 0.017, 0.017], [-0.088, -0.277, 0.177], [0.086, -0.093, -0.187], [0.363, 0.403, -0.147], [0.349, -0.171, -0.440], [0.199, 0.130, -0.047], [0.435, 0.025, 0.443], [-1.757, -0.244, 0.391], [0.018, 0.341, 0.286], [0.182, -0.184, -0.046], [0.048, -0.094, -0.176], [0.146, 0.146, -0.271]]
}


3.
{
  "formula": "C4H3N",
  "method": "ωB97M-V/def2-TZVPD",
  "orbital_gap_ha": 0.39563,
  "largest_force_ev_per_a": 2.63,
  "de_lowest_ev": 1.288,
  "multiplicity": 1,
  "total_charge": 0,
  "homo_ev": -10.7,
  "smiles": "C#CCC#N",
  "elements": ["C", "C", "C", "C", "N", "H", "H", "H"],
  "positions_angstrom": [[-1.814689, -0.669417, -0.330160], [-0.761134, -0.093904, -0.354248], [0.532905, 0.570982, -0.357645], [1.625931, -0.449179, -0.355467], [2.249392, -0.793136, 0.557767], [-2.753030, -1.174846, -0.341105], [0.669714, 1.127840, 0.582223], [0.682816, 1.251994, -1.187287]],
  "forces_ev_per_a": [[0.362, 0.242, -0.090], [-0.748, -0.131, -0.221], [-0.184, 0.238, -0.518], [-0.006, 0.768, 2.510], [0.967, -1.194, -1.088], [0.096, 0.045, 0.054], [-0.108, -0.104, -0.462], [-0.378, 0.136, -0.186]]
}


4.
{
  "formula": "C26H59Cl2IN10O4P3",
  "method": "ωB97M-V/def2-TZVPD",
  "orbital_gap_ha": 0.19628,
  "largest_force_ev_per_a": 8.23,
  "multiplicity": 1,
  "total_charge": 1,
  "homo_ev": -9.4,
  "elements": ["N", "C", "C", "C", "C", "Cl", "C", "C", "C", "C", "C", "C", "C", "C", "O", "C", "I", "C", "N", "N", "Cl", "P", "N", "O", "H", "H", "H", "H", "H", "H", "H", "H", "H", "H", "H", "H", "H", "H", "H", "H", "H", "H", "H", "H", "H", "H", "H", "O", "P", "N", "C", "C", "N", "C", "C", "N", "C", "C", "H", "H", "H", "H", "H", "H", "H", "H", "H", "H", "H", "H", "H", "H", "H", "H", "H", "H", "O", "P", "N", "C", "C", "N", "C", "C", "N", "C", "C", "H", "H", "H", "H", "H", "H", "H", "H", "H", "H", "H", "H", "H", "H", "H", "H", "H", "H"],
  "positions_angstrom": [[-0.830454, 3.149857, 1.948349], [-0.068107, 2.118215, 2.748444], [-0.239338, 0.593020, 2.150594], [-1.740814, 0.083858, 1.892924], [-2.696642, -0.311292, 3.155256], [-3.305840, 1.404517, 3.689187], [-3.913582, -1.181704, 2.399619], [-5.422767, -0.784011, 2.901559], [-6.248605, 0.219302, 1.896115], [-7.153043, 1.440187, 2.593858], [-8.073603, 2.491044, 1.678665], [-8.110008, 2.322739, 0.027695], [-7.210866, 1.143520, -0.709208], [-6.316854, 0.126700, 0.261587], [-3.789685, -2.621436, 2.463686], [-2.457898, -3.161807, 2.653468], [-1.478593, -3.822784, 0.752994], [-1.444401, -2.328975, 3.636627], [-0.837691, -3.314795, 4.656186], [-2.090382, -1.108564, 4.276623], [-0.979891, -0.202368, 5.303192], [-3.293853, -1.657140, 5.532014], [-2.403324, -2.236224, 7.013917], [-4.193485, -0.332720, 6.208384], [-0.115193, 3.817662, 1.547109], [-1.362804, 3.736372, 2.647114], [1.074168, 2.463987, 2.743054], [-0.433060, 2.179105, 3.858734], [0.439128, -0.099223, 2.848012], [0.331832, 0.597046, 1.101700], [-1.692981, -0.802373, 1.094141], [-2.315086, 0.954823, 1.309350], [-3.920077, -0.912172, 1.233253], [-6.042833, -1.804779, 2.916623], [-5.507397, -0.345155, 3.975873], [-7.163164, 1.547470, 3.759046], [-8.724711, 3.317786, 2.199526], [-8.793708, 3.056436, -0.586893], [-7.243872, 1.010934, -1.885769], [-5.683599, -0.726509, -0.276749], [-2.621683, -4.210728, 3.206808], [-0.482561, -2.068037, 2.977329], [-0.182873, -3.970853, 4.165020], [-1.569629, -3.917351, 5.085049], [-2.975541, -1.950514, 7.858011], [-2.495059, -3.280870, 6.985120], [-5.184498, -0.526596, 6.188496], [1.643336, 4.196411, -1.099037], [2.716990, 5.144563, -1.687101], [3.950703, 4.414389, -0.771235], [5.035130, 5.037785, -0.031957], [4.439665, 3.166434, -1.362701], [2.019196, 6.502968, -0.893862], [2.152338, 6.676291, 0.548923], [0.603064, 6.701173, -1.241875], [3.951234, 6.234532, -2.363123], [4.259102, 7.583475, -1.892362], [3.792305, 6.281991, -3.820882], [5.830888, 5.401153, -0.688164], [5.486247, 4.321311, 0.663892], [4.702394, 5.856784, 0.598370], [5.129166, 3.369069, -2.189007], [3.611756, 2.567391, -1.757100], [4.948241, 2.539157, -0.622193], [1.963402, 5.746253, 1.099997], [1.464782, 7.441109, 0.930144], [3.139481, 7.054566, 0.810951], [-0.052877, 6.028138, -0.676438], [0.436324, 6.518146, -2.307973], [0.292379, 7.731201, -1.041492], [3.436005, 8.287587, -2.055544], [5.135844, 7.978030, -2.420732], [4.535457, 7.600474, -0.836953], [2.890996, 6.837144, -4.100828], [3.706608, 5.266345, -4.223859], [4.662305, 6.738069, -4.303441], [4.212662, -5.618924, -2.302680], [2.744139, -5.911877, -2.696584], [3.181848, -6.267862, -4.301482], [2.534458, -5.866794, -5.538885], [3.707477, -7.625772, -4.463044], [2.307559, -4.261456, -2.479979], [2.729926, -3.244287, -3.437251], [2.613933, -3.763032, -1.129595], [1.055964, -6.248649, -3.149406], [0.053838, -5.256859, -3.534299], [0.463146, -7.132404, -2.139399], [1.621029, -6.435605, -5.733755], [3.205672, -6.023406, -6.390937], [2.298269, -4.807521, -5.569573], [2.894759, -8.359329, -4.488281], [4.372180, -7.891333, -3.633898], [4.302168, -7.723780, -5.378040], [3.785526, -3.348876, -3.718533], [2.583606, -2.231331, -3.042891], [2.114872, -3.269143, -4.335747], [3.673760, -3.501499, -1.023208], [2.375019, -4.517939, -0.374013], [2.016734, -2.876207, -0.896074], [-0.218675, -4.587919, -2.710802], [-0.864659, -5.756050, -3.867011], [0.372507, -4.656162, -4.387623], [0.292697, -6.597416, -1.199369], [1.133694, -7.975136, -1.935831], [-0.481648, -7.560970, -2.487917]],
  "forces_ev_per_a": [[0.860, 0.899, 1.244], [0.623, 0.251, 0.580], [1.721, 0.671, -0.131], [0.735, 0.110, -1.283], [-1.001, 1.697, -3.544], [0.421, -2.302, 0.002], [-1.653, 1.310, -1.033], [-1.570, -0.750, -0.697], [-2.569, 3.467, -2.071], [-0.233, -0.261, -4.043], [2.364, -3.545, -1.914], [2.344, -2.550, 2.397], [-0.370, 0.685, 4.757], [-1.381, 1.932, 1.258], [2.255, 0.548, 0.917], [-1.601, -1.182, 1.558], [-0.338, 0.610, 0.934], [2.872, -3.299, -1.442], [-1.130, 0.674, -1.155], [1.247, 0.988, 0.324], [0.868, 0.458, -0.527], [-4.167, -2.060, 3.426], [-1.834, 0.478, -0.954], [0.975, -1.688, -0.855], [-1.231, -1.080, 0.340], [0.685, -0.856, -1.219], [-2.315, -1.354, 0.089], [0.752, -0.367, -2.033], [-1.676, 1.258, -1.482], [-1.469, -0.062, 2.171], [-0.119, 1.622, 2.028], [1.188, -1.883, 1.507], [0.478, -0.181, 2.721], [1.480, 2.097, -0.057], [0.438, -0.668, -2.085], [0.045, -0.184, -2.477], [1.513, -1.874, -1.145], [1.627, -1.709, 1.300], [0.169, 0.246, 2.892], [-1.574, 2.044, 1.236], [0.206, 2.484, -1.412], [-2.449, 0.317, 1.599], [-0.785, 1.117, 0.404], [0.645, 0.608, -0.570], [0.867, 0.009, -1.281], [0.245, 1.225, -0.099], [1.933, 0.071, -0.314], [-0.408, -1.054, -4.207], [0.570, 1.431, 7.956], [1.050, -1.670, 1.075], [0.110, 0.407, -0.398], [-0.561, -0.172, -0.061], [-0.916, 1.787, 0.663], [0.267, -0.171, 0.132], [0.115, -0.086, -0.311], [-0.070, -0.201, -3.760], [-0.657, 0.425, 0.484], [0.474, -0.150, -0.387], [0.195, 0.116, -0.049], [-0.207, -0.183, -0.248], [-0.137, 0.104, -0.149], [0.256, -0.084, -0.042], [0.000, 0.166, 0.055], [0.002, 0.238, -0.014], [0.029, 0.022, 0.094], [-0.089, -0.175, -0.357], [0.107, -0.158, 0.030], [0.003, -0.028, -0.149], [-0.026, -0.050, 0.065], [0.221, -0.026, 0.046], [0.088, -0.022, 0.070], [-0.059, -0.496, -0.259], [-0.271, -0.145, -0.077], [0.076, 0.108, -0.234], [-0.087, -0.029, 0.030], [-0.112, 0.052, 0.093], [-0.972, -3.314, 2.832], [2.281, 5.869, -5.296], [1.222, -0.704, -1.579], [-0.515, -0.058, 0.207], [0.398, 0.071, 0.467], [-0.893, 1.908, 0.681], [0.211, -0.091, -0.410], [-0.027, -0.343, 0.012], [-1.571, -2.589, 2.369], [0.218, 0.685, 0.186], [-0.181, -0.527, -0.300], [-0.211, -0.065, -0.114], [0.122, -0.179, 0.314], [-0.077, 0.031, 0.200], [-0.081, -0.189, -0.187], [-0.099, 0.144, -0.036], [-0.195, 0.144, 0.060], [-0.056, 0.076, -0.042], [0.027, -0.296, 0.273], [0.071, -0.126, -0.111], [-0.069, -0.116, 0.090], [0.079, -0.018, 0.001], [-0.081, -0.014, -0.202], [0.009, 0.064, -0.049], [0.292, -0.434, 0.136], [0.192, -0.006, 0.265], [-0.227, -0.080, 0.183], [0.051, 0.055, 0.057], [0.033, 0.128, 0.044]]
}


Number 1: calculated total energy -685.9821 hartree. Number 2: calculated total energy -269.2436 hartree. Number 3: calculated total energy -208.8545 hartree. Number 4: calculated total energy -4115.7095 hartree.